1.
Formula: C10H16OS
Source: the Open Molecules 2025 dataset
Level of theory: ωB97M-V/def2-TZVPD

Geometry as ORCA input:
```
! wB97M-V def2-TZVPD RIJCOSX def2/J DEFGRID3
* xyz 0 1
O 2.46994 1.67872 -2.28635
C 2.07181 -1.01775 0.14243
C -2.91029 1.35306 -1.95639
C 1.26030 -0.34457 1.10195
H -1.20583 -0.37236 2.59549
C -2.29997 -1.28507 -1.29947
C 2.14628 0.99752 -1.12711
H 1.18229 2.77097 -0.32349
H -1.62427 -2.06712 -1.63004
H -2.62403 2.38066 -1.75353
H 3.05562 1.18365 -2.85789
H 1.49186 -1.70103 2.64394
H -0.05049 -1.90213 1.66255
H -3.79250 1.07690 -1.39047
H -0.39485 -1.09530 4.02548
H 2.28188 -2.07559 0.18037
H 0.64369 1.50760 1.80399
H 3.05335 -0.84451 -1.74777
H -3.30094 -1.44326 -1.69597
H 0.06838 0.52836 3.53533
H -3.02700 1.20294 -3.02531
C 0.63178 -1.23060 2.17775
C -0.28604 -0.42343 3.16989
S -1.47222 0.28451 -1.48662
C 1.06979 1.01783 0.93896
C 2.56486 -0.31501 -0.94350
H -2.42499 -1.59452 -0.24401
C 1.42160 1.72953 -0.21020
*
```

Its total energy is -864.02503 a.u. For the largest force on an atom, the calculation gives 0.0500 hartree/bohr. As for the SMILES: CCc1ccc(O)cc1.CSC. For the highest occupied orbital energy, the calculation gives -0.2951 hartree. The HOMO-LUMO gap comes out at 0.3282 hartree.

---

2.
Formula: C10H16OS2
Source: the Open Molecules 2025 dataset
Level of theory: ωB97M-V/def2-TZVPD

Geometry as ORCA input:
```
! wB97M-V def2-TZVPD RIJCOSX def2/J DEFGRID3
* xyz 0 1
C -4.02253 0.24501 -0.56092
H -3.75013 0.93603 1.52285
H 0.44091 1.26898 0.90630
C 2.42182 -1.52000 0.10846
H 3.47058 1.04082 -0.76979
H -0.42817 -1.67178 1.22265
C 1.67065 -0.15931 -0.01025
H -3.71306 0.71408 -1.43480
H -1.27023 -0.45681 1.93200
H 2.11154 1.96985 0.02966
H -1.00682 -0.54251 -2.22990
C -0.54864 -0.65611 1.13863
H 3.25468 1.03377 0.96795
H 1.44230 -0.22814 -2.24800
H 3.31129 -1.74619 -0.45544
C -1.30222 -0.43958 -0.11017
C 0.74824 0.14025 1.13816
C -3.71111 1.32089 0.46222
S -2.86990 -1.29681 -0.48628
H -4.42279 2.15343 0.29105
O -3.21412 -1.91887 0.73312
H 1.20360 -0.00130 2.01603
C 0.85230 -0.16060 -1.33666
S -2.01465 1.92877 0.13852
H 2.81698 -1.69034 1.07786
H 1.68159 -2.27483 -0.17174
C 2.61515 1.03232 0.00348
H -5.14143 -0.09490 -0.52979
C -0.48509 -0.33160 -1.29833
*
```

Its total energy is -1262.10706 a.u. For the largest force on an atom, the calculation gives 0.1051 hartree/bohr. For the highest occupied orbital energy, the calculation gives -0.3111 hartree. The HOMO-LUMO gap comes out at 0.2818 hartree.

---

3.
Formula: C10H16Si
Source: the Open Molecules 2025 dataset
Level of theory: ωB97M-V/def2-TZVPD

Geometry as ORCA input:
```
! wB97M-V def2-TZVPD RIJCOSX def2/J DEFGRID3
* xyz 0 1
C 1.25001 -0.02751 0.23163
H -3.81374 0.31168 0.12101
C 2.31436 -1.06189 -0.12618
H 1.53882 0.31617 1.31874
H -1.22379 -2.32724 0.90118
C -0.42962 1.54196 -0.41878
H 2.29609 -1.37095 -1.15107
H 1.90321 1.85802 -0.81186
H -1.57260 -0.30349 -1.09848
H -2.93205 -0.48904 1.87643
H -2.39460 1.74875 1.54572
H -1.83098 2.79424 -1.40602
H -0.28904 2.33198 0.39050
H 3.01004 -2.85188 1.12894
C 2.13630 -2.24478 0.78535
H -0.18264 2.86547 -1.86950
C -1.01008 2.22155 -1.69720
C 0.92646 -2.66514 1.21972
C -1.18357 0.23218 -0.13403
C -0.23623 -1.84079 0.82476
H 0.72955 0.55616 -1.71190
C -0.12111 -0.57999 0.39500
H -1.33588 1.51170 -2.40395
H 3.30266 -0.62836 -0.08052
Si -2.65933 0.51498 0.94008
C 1.03451 1.08088 -0.79177
H 0.77325 -3.49465 2.02223
*
```

Its total energy is -680.01896 a.u. For the largest force on an atom, the calculation gives 0.0729 hartree/bohr. As for the SMILES: C[C@@H]1C[C@@H]2CC=CC=C2[C@H]1[SiH3]. For the highest occupied orbital energy, the calculation gives -0.2907 hartree. The HOMO-LUMO gap comes out at 0.3265 hartree.

---

4.
Formula: C10H17Cl2F5O3TeW
Source: the Open Molecules 2025 dataset
Level of theory: ωB97M-V/def2-TZVPD

Geometry as ORCA input:
```
! wB97M-V def2-TZVPD RIJCOSX def2/J DEFGRID3
* xyz 0 1
H 2.32878 1.05891 -4.10195
Cl -1.58362 1.57683 0.65428
O 1.10611 -0.66936 0.51399
H 1.45691 2.66465 0.28215
Te 0.45538 -0.48426 4.39339
H 1.05659 -0.19308 2.05718
H -1.21825 -3.20982 -2.11087
C -1.32080 -0.04848 -2.08913
F 0.70459 1.19734 5.21598
H -0.07641 3.10573 -2.73666
F 0.24161 -2.12745 3.46060
H -0.21338 -2.95398 -0.66195
Cl -3.61322 -2.24673 1.23803
F -1.39479 -0.12278 4.23387
H 3.00015 0.85363 -2.47277
H 2.91598 -1.24578 -1.84280
H 2.20341 -2.34748 -3.03748
C 0.85099 -0.88914 -2.19757
H -3.14132 1.02705 -1.71139
C -0.51541 -1.20450 -1.83629
F 2.31074 -0.85973 4.53203
H 1.84562 -2.54800 -1.31580
C 0.89988 0.47636 -2.63110
C -0.45372 0.99798 -2.59122
H 2.03754 2.28948 -2.85537
F 0.17431 -1.33813 6.06465
O 0.79397 0.44876 2.80762
W 0.23806 0.56236 -0.41607
H -1.89291 -2.37732 -0.68321
C 2.13034 1.21321 -3.03427
H -3.13639 -0.67556 -1.17390
C -2.80544 0.01403 -1.96280
H -1.06003 2.43703 -4.05295
O 1.41260 2.00420 -0.42845
C -0.98611 -2.50568 -1.29845
H -3.28880 -0.28847 -2.90530
C -0.86408 2.37744 -2.97308
H -1.78244 2.68468 -2.45630
C 2.01397 -1.80654 -2.10037
*
```

Its total energy is -2371.81837 a.u. For the largest force on an atom, the calculation gives 0.0548 hartree/bohr. For the highest occupied orbital energy (alpha / beta), the calculation gives -0.2835 / -0.2464 hartree. The HOMO-LUMO gap (alpha / beta) comes out at 0.1845 / 0.1103 hartree.